Entry 1:
The following is a DFT calculation (wB97M-V/def2-TZVPD) of a structure of composition C36H42N7O2PSbSe2V in a non-equilibrium geometry.

## Properties
Kohn-Sham gap (spin up / spin down)	7.2842 / 7.6191	eV
LUMO level (spin up / spin down)	-5.250 / -4.926	eV
multiplicity	3
net charge	+2

The geometry in XYZ format:
```
92
Properties=species:S:1:pos:R:3:forces:R:3
V -1.070332 0.555433 0.237540 0.12 1.61 -0.32
C 1.494266 2.680266 -1.378863 -0.06 -0.23 -0.10
C 0.634311 3.224114 -0.277657 0.43 0.07 -0.19
C 0.936186 4.515054 0.152632 -0.31 -0.04 0.18
C 0.144722 5.140911 1.093632 0.06 -0.31 -0.18
C -0.939714 4.435736 1.582209 -0.23 -0.14 0.04
C -1.164148 3.134580 1.148997 -0.65 0.33 0.70
N -0.393121 2.523629 0.246043 0.20 0.65 0.03
Sb -2.861997 2.297636 2.281423 0.05 -0.24 -0.27
C -2.130559 0.285957 2.768010 -0.48 0.83 0.63
C -2.347930 -0.034848 4.100087 -0.03 0.18 -0.08
C -1.865234 -1.237163 4.586599 0.07 -0.05 -0.26
C -1.268525 -2.101438 3.689568 -0.14 0.27 0.02
C -1.131336 -1.741950 2.353323 0.23 -0.52 0.22
C -0.569613 -2.761812 1.419698 0.06 -0.07 -0.18
N -1.505947 -0.525731 1.920716 -0.22 -0.34 0.27
C -4.206469 1.703445 0.666841 0.09 0.54 0.87
C -5.526083 2.062740 0.896177 0.07 -0.02 0.04
C -6.485964 1.675405 -0.022398 0.11 -0.07 -0.06
C -6.075128 0.933055 -1.113164 -0.01 0.08 0.20
C -4.728929 0.604418 -1.267776 -0.30 0.05 -0.10
C -4.321819 -0.234498 -2.437991 0.04 -0.15 0.10
N -3.800552 1.007768 -0.387108 0.54 -0.20 -0.10
H 2.533370 2.949444 -1.195213 0.05 -0.02 0.02
H 1.211683 3.138326 -2.329264 -0.01 0.14 -0.06
H 1.432952 1.599997 -1.471717 0.07 0.13 0.06
H 1.792060 5.020162 -0.266273 0.09 -0.03 -0.09
H 0.366560 6.136806 1.440336 0.01 0.15 0.02
H -1.603372 4.882785 2.312784 0.07 -0.02 -0.01
H -2.842898 0.672008 4.754417 0.01 -0.04 -0.02
H -1.951443 -1.493759 5.630480 -0.08 -0.04 0.11
H -0.905019 -3.067016 4.004423 0.01 -0.09 0.01
H -0.888619 -3.754166 1.729235 -0.10 -0.06 0.10
H 0.520986 -2.730621 1.453102 0.01 0.00 0.00
H -0.912902 -2.570689 0.407919 0.09 -0.14 0.06
H -5.788503 2.625816 1.780886 -0.07 0.04 0.00
H -7.523940 1.938444 0.116295 -0.08 0.01 -0.02
H -6.801519 0.599117 -1.837496 0.02 -0.06 -0.12
H -5.175421 -0.413685 -3.087509 0.05 0.01 -0.04
H -3.941343 -1.199532 -2.102026 0.01 0.01 -0.02
H -3.547723 0.250828 -3.029544 0.03 0.01 -0.12
N -1.063110 1.089134 -1.987812 -0.15 0.20 0.09
C -0.604953 -0.128847 -2.648042 -0.02 -0.65 -0.23
C -0.726900 -0.130964 -4.172698 -0.03 -0.28 0.26
C -0.366102 -1.456160 -4.848989 0.08 0.09 0.02
C 1.008233 -2.034908 -4.487283 -0.37 0.04 -0.36
N 1.056400 -2.687189 -3.186676 0.17 -0.03 0.33
C 0.414787 -3.805204 -2.857853 0.55 -0.19 0.06
N 0.476781 -4.236868 -1.595318 -0.03 -0.08 0.09
N -0.157096 -4.577515 -3.772998 -0.07 0.07 -0.14
C -1.349883 -1.259410 -1.882957 0.71 -0.46 -1.93
O -1.605542 -2.352483 -2.368096 -0.30 0.65 0.43
O -1.592422 -0.904910 -0.691572 -1.11 -1.62 0.09
H -2.069238 1.198011 -2.134214 0.23 0.16 -0.02
H -0.594669 1.909581 -2.367464 -0.13 -0.13 0.20
H 0.461775 -0.246907 -2.390326 -0.26 0.09 0.02
H -0.075053 0.655249 -4.559757 -0.04 0.11 -0.03
H -1.751257 0.111291 -4.456668 -0.05 0.14 -0.03
H -0.383576 -1.283505 -5.924628 0.03 -0.06 -0.07
H -1.139381 -2.181426 -4.610881 -0.03 -0.06 -0.12
H 1.758731 -1.245931 -4.473156 0.11 -0.07 -0.03
H 1.311383 -2.754027 -5.253774 0.11 0.07 0.06
H 1.448643 -2.161947 -2.416053 0.01 -0.14 -0.07
H 0.808450 -3.622483 -0.868816 -0.03 0.03 -0.01
H -0.100636 -5.008302 -1.303090 0.04 0.07 0.00
H -0.221475 -4.282501 -4.731184 -0.04 -0.02 0.02
H -0.669520 -5.401294 -3.502105 0.05 0.09 -0.05
Se 1.233901 -0.308334 0.217482 0.69 0.02 0.53
P 2.141501 0.550701 2.148611 -0.15 -0.28 -0.57
Se 0.801694 1.588882 3.408495 0.21 -0.08 0.01
C 2.774017 -1.002941 2.889159 -0.09 0.48 -0.11
C 2.366024 -1.375723 4.163529 -0.06 0.13 0.00
C 2.713647 -2.622615 4.657360 0.05 -0.13 0.00
C 3.475905 -3.487533 3.889701 -0.01 0.01 0.08
C 3.911758 -3.101496 2.631366 0.02 -0.04 -0.09
C 3.552332 -1.867489 2.125292 0.00 0.03 -0.01
C 3.452331 1.643423 1.481089 -0.27 -0.30 0.30
C 3.507737 2.968155 1.895598 -0.06 -0.01 0.10
C 4.414990 3.834700 1.309458 0.10 0.02 -0.09
C 5.280049 3.375538 0.329155 0.01 0.07 0.05
C 5.244652 2.046177 -0.063829 0.03 -0.07 -0.08
C 4.322705 1.183780 0.498156 0.00 -0.02 0.00
H 1.767035 -0.701249 4.761128 -0.01 0.05 -0.03
H 2.389732 -2.923856 5.642284 -0.02 0.01 0.09
H 3.734894 -4.462750 4.270140 0.06 -0.10 0.08
H 4.522858 -3.767623 2.041165 0.05 -0.06 -0.05
H 3.856971 -1.587366 1.127951 0.06 -0.05 -0.04
H 2.835188 3.325619 2.664270 -0.02 -0.06 0.01
H 4.452546 4.867678 1.621823 0.01 0.08 0.05
H 5.987534 4.050824 -0.125305 0.10 0.08 -0.04
H 5.931249 1.683771 -0.814033 0.05 -0.02 -0.07
H 4.263385 0.162272 0.152990 0.05 -0.02 -0.05
```
Positions in Å, forces in eV/Å.

***

Entry 2:
The following is a DFT calculation (wB97M-V/def2-TZVPD) of a cluster of 2 separate species, CH4ClO2P in total in a non-equilibrium geometry.

## Properties
Kohn-Sham gap	9.2662	eV
LUMO level	0.199	eV
structure (SMILES)	OPCl.C=O

The geometry in XYZ format:
```
9
Properties=species:S:1:pos:R:3:forces:R:3
C -1.568057 -0.542821 0.221051 0.53 2.81 0.48
O 1.785897 0.372657 -1.081700 -1.64 0.24 -0.51
O -0.721939 -0.740765 -0.593466 0.61 0.01 -0.95
P 2.578522 0.627837 0.299666 -0.39 1.48 0.00
Cl 4.113827 -0.621373 0.051380 1.05 -1.09 -0.02
H -1.827404 0.529347 0.558229 0.05 -1.27 -0.45
H -1.993832 -1.348043 0.730276 -1.25 -1.48 0.97
H 0.783640 0.329916 -1.011748 1.58 -0.32 0.15
H 3.384549 1.753020 -0.154241 -0.52 -0.38 0.33
```
Positions in Å, forces in eV/Å.

***

Calculated energy relative to the best compared isomer or geometry (same formula, charge and spin) (kcal per mole), listed in the same order as above: 27.0; 13.1